No. 1
{
  "formula": "C5H10",
  "method": "the ωB97M-V functional and the def2-TZVPD basis",
  "species": ["C", "C", "C", "C", "C", "H", "H", "H", "H", "H", "H", "H", "H", "H", "H"],
  "coordinates": [[1.9684, 0.0157, 0.2124], [0.4265, 0.1447, 0.2433], [-0.6734, -0.9320, 0.5322], [-1.6568, -0.1569, -0.3835], [-0.5164, 0.8026, -0.8152], [2.3442, 0.7781, 0.9167], [2.3057, -0.9446, 0.6185], [2.4370, 0.2191, -0.7530], [0.4088, 0.7895, 1.1070], [-0.5349, -1.9796, 0.2437], [-0.9491, -0.9090, 1.5903], [-2.4855, 0.3303, 0.1434], [-2.0965, -0.7511, -1.1929], [-0.6993, 1.8542, -0.5785], [-0.2786, 0.7390, -1.8844]],
  "orbital_gap_ev": 11.54,
  "charge": 0,
  "smiles": "CC1CCC1",
  "e_above_lowest_ev": 1.445
}

No. 2
{
  "formula": "C5H10",
  "method": "the ωB97M-V functional and the def2-TZVPD basis",
  "species": ["C", "C", "C", "C", "C", "H", "H", "H", "H", "H", "H", "H", "H", "H", "H"],
  "coordinates": [[-1.6968, -0.0608, 1.1124], [-0.1912, -0.1734, 0.7600], [0.5991, 0.9896, 0.6392], [0.0126, 1.3337, -0.6188], [1.4309, 1.6092, 1.4891], [-2.0160, -1.0017, 1.4556], [-2.1024, 0.5082, 1.9819], [-2.3585, 0.1431, 0.1012], [-0.1608, -0.7510, -0.1917], [1.4198, -4.4652, -3.7577], [-0.6556, 0.6878, -1.2179], [0.0309, 2.5093, -0.9279], [1.8746, -4.8758, -4.1786], [2.0155, 2.3792, 0.9575], [1.7979, 1.1677, 2.3958]],
  "multiplicity": 2,
  "orbital_gap_ev": [6.59, 9.04],
  "charge": 1,
  "e_above_lowest_ev": 4.745
}

| no. | E (a.u.) |
| --- | --- |
| 1 | -196.45529 |
| 2 | -195.98010 |